No. 1
The following is a DFT calculation (ωB97M-V/def2-TZVPD) of a 5-piece molecular cluster, C3H16O4S overall at a distorted geometry.

Structure (XYZ):
```
24
Properties=species:S:1:pos:R:3
C 1.35 -1.61 -0.71
C -0.15 -1.34 -0.52
S -1.06 -1.09 -2.09
C -1.68 0.65 -1.90
H 1.93 -0.76 -0.39
H 1.62 -1.93 -1.72
H 1.60 -2.48 -0.10
H -0.22 -0.48 0.15
H -0.67 -2.14 0.00
H -0.83 1.29 -2.10
H -2.49 0.76 -2.61
H -1.98 0.75 -0.86
H 0.28 0.10 3.15
H -0.46 1.28 3.79
O 0.38 1.01 3.42
H 0.23 2.73 -2.59
H 1.20 2.47 -3.77
O 0.28 2.52 -3.52
H -0.19 -3.10 3.52
H -1.16 -2.84 2.48
O -0.49 -2.34 3.00
H 1.41 2.58 0.80
H 0.54 1.83 1.74
O 0.55 2.16 0.82
```

## Properties
**Electronic energy**: -22395.410 eV
**Kohn-Sham gap**: 8.32 eV
**Max |F|**: 0.031 Eh/bohr
**SMILES**: CCSC.O.O.O.O
**Molar mass**: 148.22 g/mol
**ΔE to the lowest compared entry with this formula, charge and spin**: 28.11 kcal per mole

=====

No. 2
The following is a DFT calculation (ωB97M-V/def2-TZVPD) of a 4-piece molecular cluster, C3H17N2O3 overall at a distorted geometry.

Structure (XYZ):
```
25
Properties=species:S:1:pos:R:3
C -0.14 1.45 -1.52
N -1.47 1.72 -0.90
C 0.47 0.32 -0.67
N 0.40 0.40 0.78
C 1.26 1.54 1.27
H -0.19 1.16 -2.57
H 0.52 2.32 -1.45
H -2.22 1.47 -1.55
H -1.57 2.70 -0.68
H 0.01 -0.62 -0.97
H 1.51 0.25 -1.09
H 0.60 -0.53 1.25
H -0.48 0.53 1.28
H 2.09 1.15 1.90
H 1.75 1.95 0.40
H 0.86 2.33 1.90
H -0.46 -2.55 1.96
H -0.90 -2.37 0.45
O -0.23 -2.13 1.12
H -1.97 -0.78 -0.53
H -3.43 -1.42 -1.06
O -2.49 -1.26 -1.19
H 2.29 -2.09 0.27
H 3.02 -0.76 0.49
O 2.30 -1.31 0.85
```

## Properties
**Electronic energy**: -12502.595 eV
**Kohn-Sham gap**: 10.78 eV
**Net charge**: +1
**Max |F|**: 0.058 Eh/bohr
**Molar mass**: 129.18 g/mol
**ΔE to the lowest compared entry with this formula, charge and spin**: 52.24 kcal per mole

=====

No. 3
The following is a DFT calculation (ωB97M-V/def2-TZVPD) of a 5-piece molecular cluster, C3H17NO4 overall at a distorted geometry.

Structure (XYZ):
```
25
Properties=species:S:1:pos:R:3
C 1.20 1.90 1.51
C 1.20 0.94 0.34
C 1.00 -0.51 0.68
N 0.18 1.32 -0.69
H 2.11 1.75 2.10
H 1.20 2.93 1.13
H 0.30 1.88 2.13
H 2.12 1.13 -0.24
H 1.46 -1.22 -0.02
H 1.36 -0.81 1.66
H -0.01 -0.90 0.60
H 0.22 2.31 -0.91
H -0.75 1.21 -0.29
H -1.33 -0.22 1.02
H -2.44 -0.03 2.08
O -1.87 0.44 1.47
H 0.16 -2.73 -1.13
H -0.42 -1.35 -1.66
O -0.63 -2.27 -1.43
H 0.23 0.38 -4.23
H 0.03 0.86 -2.70
O 0.35 1.07 -3.59
H -2.44 -3.23 0.97
H -1.36 -2.40 0.19
O -1.90 -2.44 1.01
```

## Properties
**Electronic energy**: -13066.766 eV
**Kohn-Sham gap**: 10.34 eV
**Max |F|**: 0.036 Eh/bohr
**SMILES**: CC(C)N.O.O.O.O
**Molar mass**: 131.17 g/mol
**ΔE to the lowest compared entry with this formula, charge and spin**: 7.69 kcal per mole

=====

No. 4
The following is a DFT calculation (ωB97M-V/def2-TZVPD) of a 5-piece molecular cluster, C3H17NO6 overall at a distorted geometry.

Structure (XYZ):
```
27
Properties=species:S:1:pos:R:3
C 1.77 0.54 -0.04
C 0.82 1.13 0.97
O 1.12 2.57 1.19
N 1.06 0.40 -1.31
C 2.01 0.11 -2.40
O 3.30 -0.38 -2.05
H 2.64 1.19 -0.22
H 2.12 -0.42 0.42
H 1.02 0.83 2.01
H -0.13 1.22 0.45
H 0.87 3.02 0.38
H 0.44 -0.41 -1.34
H 1.58 -0.62 -3.08
H 2.29 1.05 -2.89
H 3.35 -1.01 -1.32
H -1.08 -1.43 -3.33
H -1.59 -2.14 -2.19
O -0.74 -2.02 -2.64
H -3.77 0.43 0.26
H -2.46 -0.06 -0.15
O -3.37 -0.07 -0.48
H -2.83 -1.85 1.45
H -2.50 -1.36 2.86
O -2.23 -2.02 2.18
H -2.04 0.93 3.18
H -1.10 0.06 4.18
O -2.00 0.32 3.94
```

## Properties
**Electronic energy**: -17159.915 eV
**Kohn-Sham gap (spin up / spin down)**: 2.74 / 9.59 eV
**Net charge**: -1
**⟨S²⟩**: 0.7508
**Max |F|**: 0.068 Eh/bohr
**Molar mass**: 163.17 g/mol
**Multiplicity**: 2

=====

No. 5
The following is a DFT calculation (ωB97M-V/def2-TZVPD) of a 7-piece molecular cluster, C3H18ClO6 overall at a distorted geometry.

Structure (XYZ):
```
28
Properties=species:S:1:pos:R:3
Cl -0.32 -0.11 0.89
C -1.58 2.27 -1.73
O -0.20 2.26 -1.38
H -2.01 1.31 -1.41
H -2.12 3.11 -1.31
H -1.62 2.27 -2.82
H -0.03 1.52 -0.77
C 3.33 -0.74 0.12
O 2.73 0.51 0.47
H 4.35 -0.76 0.51
H 2.79 -1.54 0.62
H 3.35 -0.83 -0.97
H 1.77 0.35 0.53
C -0.57 -2.48 -2.15
O 0.60 -2.69 -1.37
H -0.60 -3.21 -2.95
H -1.48 -2.54 -1.54
H -0.64 -1.44 -2.53
H 0.51 -2.14 -0.57
O 0.36 -0.25 4.15
H -0.01 -0.47 3.28
H 1.16 0.23 3.94
O -0.37 2.85 2.60
H -0.99 2.49 1.96
H 0.46 2.40 2.40
O -3.09 -0.91 -0.34
H -2.17 -0.73 -0.03
H -3.63 -0.74 0.43
```

## Properties
**Electronic energy**: -28213.048 eV
**Kohn-Sham gap**: 10.07 eV
**Net charge**: -1
**Max |F|**: 0.026 Eh/bohr
**Molar mass**: 185.62 g/mol

=====

No. 6
The following is a DFT calculation (ωB97M-V/def2-TZVPD) of a 5-piece molecular cluster, C3H18NO4 overall at a distorted geometry.

Structure (XYZ):
```
26
Properties=species:S:1:pos:R:3
C -0.77 2.24 1.25
C -0.94 0.82 0.68
N 0.23 0.22 -0.01
C 1.47 0.60 0.78
H -0.66 2.32 2.33
H 0.11 2.69 0.81
H -1.69 2.82 1.14
H -1.14 0.20 1.55
H -1.78 0.75 -0.01
H 0.41 0.46 -0.98
H 0.07 -0.80 -0.12
H 1.19 1.06 1.71
H 2.15 1.16 0.12
H 2.19 -0.21 0.90
H 0.35 -2.94 -1.33
H 0.24 -3.71 0.31
O 0.49 -3.32 -0.51
H -1.56 -0.83 -3.50
H -1.51 -1.83 -2.23
O -1.53 -0.93 -2.56
H 1.66 -1.97 3.63
H 1.26 -2.54 2.30
O 1.53 -1.72 2.71
H -1.36 3.08 -1.90
H 0.05 3.07 -2.63
O -0.49 2.71 -1.92
```

## Properties
**Electronic energy**: -13075.373 eV
**Kohn-Sham gap**: 12.13 eV
**Net charge**: +1
**Max |F|**: 0.065 Eh/bohr
**Molar mass**: 132.18 g/mol
**ΔE to the lowest compared entry with this formula, charge and spin**: 70.70 kcal per mole

=====

No. 7
The following is a DFT calculation (ωB97M-V/def2-TZVPD) of a 5-piece molecular cluster, C3H18NO4 overall at a distorted geometry.

Structure (XYZ):
```
26
Properties=species:S:1:pos:R:3
C -1.24 -1.33 -2.02
C 0.04 -1.33 -1.16
C 1.42 -1.18 -1.83
N -0.08 -0.13 -0.13
H -0.95 -0.83 -3.02
H -1.53 -2.29 -2.39
H -2.20 -0.79 -1.63
H -0.04 -2.23 -0.54
H 1.59 -0.27 -2.36
H 1.92 -1.84 -2.49
H 2.24 -1.27 -1.01
H 0.10 -0.47 0.89
H 0.45 0.60 -0.44
H -1.14 0.19 0.12
H 0.99 1.07 3.88
H 0.68 1.76 2.60
O 0.82 0.89 2.95
H -2.93 2.27 0.48
H -3.88 0.98 0.18
O -2.96 1.42 -0.06
H 3.09 2.11 0.28
H 2.47 2.95 -0.82
O 2.20 2.39 -0.15
H 0.36 -1.07 3.08
H -1.01 -0.50 3.10
O -0.40 -1.10 2.48
```

## Properties
**Electronic energy**: -13075.705 eV
**Kohn-Sham gap**: 11.78 eV
**Net charge**: +1
**Max |F|**: 0.132 Eh/bohr
**Molar mass**: 132.18 g/mol
**ΔE to the lowest compared entry with this formula, charge and spin**: 63.05 kcal per mole

=====

No. 8
The following is a DFT calculation (ωB97M-V/def2-TZVPD) of a 6-piece molecular cluster, C3H18O6 overall at a distorted geometry.

Structure (XYZ):
```
27
Properties=species:S:1:pos:R:3
O -7.63 -20.73 -8.14
H -7.75 -20.68 -9.14
H -7.38 -19.83 -7.76
H -8.41 -21.13 -7.68
C -8.05 -22.49 -10.82
C -7.99 -21.20 -11.63
C -9.18 -21.16 -12.60
O -7.97 -20.12 -10.75
H -8.03 -23.38 -11.46
H -8.92 -22.43 -10.16
H -7.17 -22.65 -10.18
H -7.11 -21.25 -12.29
H -10.16 -21.16 -12.13
H -9.15 -22.01 -13.29
H -9.11 -20.29 -13.27
O -5.70 -18.56 -11.46
H -5.02 -18.84 -10.85
H -6.49 -19.09 -11.21
O -10.05 -21.33 -7.32
H -10.52 -21.19 -6.49
H -10.68 -21.79 -7.89
O -7.33 -18.42 -7.09
H -6.81 -17.90 -6.46
H -7.80 -17.77 -7.62
O -7.16 -23.83 -7.38
H -6.69 -23.09 -6.98
H -6.57 -24.13 -8.08
```

## Properties
**Electronic energy**: -15686.466 eV
**Kohn-Sham gap**: 7.15 eV
**Max |F|**: 0.049 Eh/bohr
**Molar mass**: 150.17 g/mol
**ΔE to the lowest compared entry with this formula, charge and spin**: 48.72 kcal per mole